# 1
C40H51AgGeNO2 as an isolated structure, computed with ωB97M-V/def2-TZVPD.

```
96
Properties=species:S:1:pos:R:3:lowdin_charge:R:1
Ag 0.23 -0.66 0.05 0.877
Ge 0.15 0.01 2.51 1.147
O 1.67 1.02 0.06 -0.177
O -1.96 -0.82 0.13 -0.180
N -0.74 1.24 -1.11 0.107
C 0.94 -2.41 3.99 -0.115
C -4.56 0.08 -2.14 0.051
C -5.77 -2.37 -1.34 -0.053
C -0.08 3.42 -2.07 0.044
C -1.28 1.29 3.01 -0.322
C -3.86 -0.68 -1.24 -0.078
C -2.57 -0.22 -0.81 -0.264
C 2.48 2.99 -0.95 -0.080
C -1.40 -3.83 3.51 -0.057
C -4.41 -2.01 -0.73 -0.528
C 0.22 5.19 -4.55 -0.033
C 3.83 2.69 1.14 -0.038
C -6.27 2.40 -2.78 -0.033
C 0.65 5.58 -3.13 -0.550
C 0.74 -3.65 4.58 -0.065
C -1.91 3.10 4.45 -0.067
C -2.82 1.70 -2.38 0.055
C 4.43 1.47 -0.98 -0.033
C 1.44 2.02 -0.69 -0.251
C -0.46 6.37 -2.44 -0.037
C 0.13 2.23 -1.33 -0.159
C -3.40 -3.10 -1.12 -0.030
C -5.42 1.19 -4.82 -0.032
C 4.84 3.92 -0.77 -0.056
C -4.08 1.29 -2.70 -0.153
C -0.04 -1.87 3.17 -0.335
C -2.62 1.08 2.70 -0.099
C 1.88 6.49 -3.25 -0.058
C -5.02 2.05 -3.61 -0.553
C -0.42 -4.37 4.33 -0.053
C -3.59 1.87 3.27 -0.060
C -3.24 2.88 4.15 -0.057
C 3.88 2.78 -0.39 -0.536
C -0.93 2.32 3.88 -0.119
C -4.58 -1.96 0.79 -0.032
C 0.92 4.32 -2.31 -0.142
C -1.21 -2.59 2.93 -0.107
C 2.20 4.06 -1.75 0.064
C -4.43 3.36 -4.14 -0.057
C -2.01 0.99 -1.45 -0.157
H 1.61 7.38 -3.81 0.090
H 2.69 6.00 -3.78 0.090
H 4.49 1.54 -2.07 0.093
H -4.63 1.70 3.04 0.111
H 1.50 -4.06 5.23 0.113
H -5.95 0.29 -4.52 0.078
H 0.06 6.10 -5.14 0.088
H -0.65 7.29 -2.99 0.089
H 5.82 3.73 -0.32 0.090
H -4.93 -2.92 1.14 0.091
H 4.50 4.88 -0.39 0.091
H 2.23 6.81 -2.27 0.089
H -2.31 -4.37 3.33 0.113
H 4.84 2.59 1.53 0.088
H -1.64 3.89 5.14 0.112
H -2.42 2.56 -2.87 0.079
H -6.10 -3.32 -0.93 0.091
H -6.08 1.76 -5.46 0.090
H -3.56 3.18 -4.77 0.087
H -5.17 3.87 -4.74 0.090
H -0.56 -5.34 4.77 0.115
H -1.97 -2.17 2.29 0.066
H -5.71 -2.47 -2.42 0.090
H 3.24 1.84 1.46 0.054
H -5.31 -1.20 1.07 0.094
H -3.72 -4.07 -0.74 0.089
H -2.89 0.30 2.01 0.073
H -4.55 0.89 -5.39 0.093
H -6.52 -1.63 -1.09 0.089
H -3.64 -1.74 1.28 0.033
H 0.98 4.60 -5.05 0.092
H -4.15 4.03 -3.33 0.086
H 3.79 0.64 -0.72 0.070
H -0.16 6.62 -1.43 0.093
H 0.12 2.49 4.11 0.097
H -0.71 4.63 -4.56 0.072
H -3.32 -3.17 -2.20 0.094
H -1.39 5.81 -2.39 0.073
H 1.85 -1.86 4.19 0.099
H -5.53 -0.26 -2.46 0.098
H 5.43 1.27 -0.59 0.089
H 4.99 3.99 -1.84 0.089
H -5.99 3.00 -1.92 0.094
H -6.97 2.97 -3.39 0.091
H -6.78 1.50 -2.43 0.078
H 1.49 0.55 3.03 -0.007
H -4.01 3.49 4.61 0.113
H 3.39 3.60 1.55 0.093
H 2.98 4.76 -1.97 0.088
H -1.05 3.62 -2.47 0.087
H -2.42 -2.88 -0.70 0.067
```

DFT total energy (Ha): -3983.64248
Total charge: +1
Relative energy (zero: lowest compared OMol25 entry of this formula, charge and spin) (eV): 2.448

---

# 2
C40H51Cl4N5O4P2Pd as an isolated structure, computed with ωB97M-V/def2-TZVPD.

```
107
Properties=species:S:1:pos:R:3:lowdin_spin:R:1
Pd -0.03 0.46 -1.14 1.226
Cl -1.24 -3.27 3.78 0.000
Cl -1.37 5.95 -1.73 0.001
Cl 1.46 5.53 -2.37 0.002
Cl -3.99 -5.38 -0.46 0.000
P 2.46 0.36 -1.15 0.115
P 0.40 0.93 1.23 0.155
O 2.07 -2.28 -1.21 0.025
O -0.12 -1.74 -1.31 0.090
O -0.16 2.64 -0.97 0.080
O -0.57 3.26 -3.11 -0.001
N 1.84 3.24 1.64 0.009
N -4.79 -0.02 -2.09 0.000
N -2.28 0.39 -1.71 0.066
N 3.55 2.86 -0.53 0.000
N -1.53 -4.63 0.90 0.000
C 1.75 2.18 0.89 0.004
C 2.63 1.99 -0.24 0.007
C -0.27 3.47 -1.95 0.007
C -0.20 -4.98 1.21 0.001
C 4.37 1.14 -3.15 0.006
C 2.82 -0.76 -3.65 0.001
C -5.08 -3.95 3.09 0.000
C 2.78 4.18 1.32 0.000
C -4.52 1.42 -2.09 0.002
C 1.95 1.58 -3.59 0.009
C 4.69 6.10 0.69 0.002
C -1.32 2.92 2.13 0.002
C 0.81 -4.66 0.29 0.000
C -3.00 1.68 -1.91 0.003
C -2.67 -3.85 2.98 0.000
C 2.89 5.35 2.11 0.002
C 2.95 0.60 -2.96 0.017
C 3.64 3.99 0.23 0.003
C 0.16 1.86 3.91 0.013
C 1.30 -0.46 2.01 0.021
C 3.83 6.29 1.79 -0.001
C -3.91 -4.69 1.14 0.000
C 1.42 -6.04 2.65 0.001
C -2.49 -0.44 -2.92 0.007
C -4.39 -0.57 -0.80 0.001
C 2.45 -5.61 1.81 0.000
C 0.11 -5.74 2.34 0.000
C 0.87 -2.56 -1.20 0.007
C -4.01 -0.66 -3.15 0.004
C -3.86 -3.64 3.67 0.000
C -1.73 0.60 2.94 0.003
C 3.98 -0.36 -0.42 0.026
C 0.05 4.91 -1.49 0.005
C -2.89 -0.29 -0.54 0.001
C 2.13 -4.96 0.63 0.001
C -5.10 -4.47 1.80 0.000
C 4.60 4.98 -0.08 -0.001
C 0.53 -4.06 -1.07 0.007
C -2.64 -4.41 1.70 0.000
C -0.65 1.63 2.62 0.040
H -1.97 -1.38 -2.77 0.000
H -2.57 2.17 -2.78 0.000
H 5.12 0.38 -2.89 0.000
H 4.50 1.38 -4.21 0.002
H 0.48 0.91 4.35 0.000
H 1.79 -1.12 -3.62 0.001
H -0.49 2.36 4.63 0.003
H -1.30 -0.32 3.34 0.000
H 4.56 2.03 -2.57 0.000
H 1.65 -6.62 3.53 0.000
H 5.42 6.86 0.45 0.000
H -6.00 -3.78 3.62 0.000
H -6.03 -4.71 1.31 0.000
H 2.22 5.47 2.95 0.000
H 0.92 1.28 -3.44 0.007
H 3.46 -1.52 -3.19 0.000
H -0.50 -4.21 -1.40 0.000
H -2.08 3.23 2.85 0.000
H -3.82 -3.20 4.65 0.000
H -4.26 -1.72 -3.17 0.000
H -1.76 -4.69 -0.07 0.000
H 1.81 -1.04 1.24 0.001
H 3.82 -0.63 0.62 0.001
H -2.03 0.08 -3.76 0.001
H -0.69 -6.11 2.96 0.000
H 0.30 4.92 -0.44 0.000
H 2.12 1.64 -4.67 0.000
H 3.12 -0.64 -4.70 0.000
H 2.91 -4.67 -0.06 0.000
H 1.18 -4.56 -1.78 0.000
H 1.03 2.49 3.75 0.000
H 5.24 4.81 -0.94 0.000
H 4.25 -1.25 -0.97 0.000
H 2.02 -0.11 2.75 0.005
H -2.39 1.01 3.71 0.000
H -2.34 -1.21 -0.36 0.000
H 4.76 0.40 -0.48 0.005
H -2.35 0.35 2.08 0.001
H -1.79 2.77 1.16 0.001
H -0.59 3.73 2.02 0.000
H -4.87 1.84 -3.03 0.000
H -4.60 -1.64 -0.81 0.000
H -4.32 -0.23 -4.10 0.000
H -5.09 1.88 -1.28 0.000
H -5.02 -0.12 -0.02 0.000
H 0.58 -1.12 2.49 0.000
H 3.92 7.18 2.39 0.000
H 3.48 -5.82 2.06 0.000
H -2.76 0.37 0.31 0.001
H 2.07 2.59 -3.18 0.000
H -2.79 2.31 -1.04 0.000
```

DFT total energy (Ha): -4780.99895
Relative energy (zero: lowest compared OMol25 entry of this formula, charge and spin) (eV): 0.000
⟨S²⟩: 2.01
Multiplicity: 3

---

# 3
C40H52BrIrN6O3S as an isolated structure, computed with ωB97M-V/def2-TZVPD.

```
104
Properties=species:S:1:pos:R:3:lowdin_spin:R:1
Ir -0.13 -0.18 0.26 0.167
Br 6.62 -1.46 2.34 0.000
S -0.65 -1.68 2.50 -0.040
O 0.79 0.93 3.53 0.000
O 1.61 -0.02 1.68 -0.044
O 1.61 1.78 -0.55 0.000
N -2.71 -0.08 2.45 -0.001
N -1.58 -0.20 4.48 -0.004
N -1.13 -1.71 -1.06 0.200
N -2.74 -0.38 1.07 0.020
N -1.08 1.20 -1.39 0.182
N 1.90 -0.75 -1.19 0.012
C -0.68 3.63 0.66 0.008
C -3.09 -3.12 -1.40 0.013
C 4.05 -0.34 2.77 0.000
C 5.37 -0.27 3.16 0.000
C 3.54 1.49 4.26 -0.001
C -3.03 -5.45 -0.80 0.006
C -1.77 -5.27 -0.27 -0.001
C -5.26 -1.87 -1.21 0.000
C -1.07 0.30 -2.40 0.130
C 1.98 -1.92 -1.81 0.003
C 0.30 -4.02 0.23 0.002
C 3.04 -0.11 -0.94 0.001
C 1.70 0.49 2.83 -0.003
C 5.80 0.68 4.08 0.000
C -1.16 -1.06 -2.23 0.141
C 4.88 1.55 4.63 0.000
C 0.38 -4.60 1.64 0.000
C -3.68 -4.37 -1.34 0.001
C -2.66 1.74 -5.04 0.004
C -1.14 4.11 -3.54 -0.009
C -1.12 -4.05 -0.31 0.007
C -3.92 -1.98 -1.94 0.001
C -0.17 4.71 -1.46 -0.011
C 0.68 3.88 1.32 0.002
C -2.92 2.44 -3.70 0.006
C -0.29 4.93 -2.82 0.068
C -0.65 3.56 -0.85 0.059
C -3.86 1.62 -2.82 0.002
C 1.20 -4.86 -0.69 0.000
C 3.17 -2.53 -2.15 0.001
C -1.34 2.46 1.36 0.003
C 2.93 1.31 -0.46 0.000
C -4.17 -2.14 -3.44 0.001
C 4.36 -1.91 -1.80 0.001
C 4.29 -0.67 -1.19 0.001
C -1.68 -0.53 3.18 -0.007
C -1.18 2.53 -1.70 -0.019
C -1.75 -2.94 -0.92 0.018
C -1.69 2.97 -2.98 0.057
C 3.14 0.54 3.33 -0.004
H 1.17 -4.51 -1.72 0.000
H -1.27 -6.12 0.19 0.000
H -3.41 0.53 2.85 0.000
H -1.24 -1.65 -3.14 0.006
H 3.17 -3.48 -2.67 0.000
H -2.94 -1.38 0.93 0.000
H 5.18 -0.14 -0.92 0.000
H -3.58 1.71 -5.61 0.000
H 1.33 -4.33 2.09 0.000
H -4.69 -4.49 -1.72 0.000
H 6.85 0.73 4.35 0.000
H 3.23 1.38 0.59 0.000
H -3.45 0.64 -2.61 0.001
H 1.28 2.98 1.28 0.000
H 0.86 -5.89 -0.68 0.000
H -3.37 -1.05 -1.77 0.002
H 5.22 2.28 5.34 0.000
H -4.05 2.13 -1.88 0.000
H -0.41 -4.23 2.28 0.000
H 0.32 -5.69 1.61 0.000
H -0.66 -0.34 4.89 0.000
H -0.71 1.56 1.22 0.003
H -4.81 1.49 -3.33 0.000
H -5.96 -2.64 -1.55 0.000
H 3.71 -1.06 2.04 0.000
H 1.23 4.69 0.84 0.000
H -1.93 2.31 -5.62 0.000
H 0.65 -2.98 0.26 0.001
H -1.44 4.39 -4.53 -0.002
H 1.03 -2.37 -2.07 0.001
H -3.50 -6.42 -0.77 0.000
H -3.47 3.37 -3.95 0.002
H -3.24 -2.10 -4.00 0.000
H -4.66 -3.08 -3.65 0.000
H 0.53 4.15 2.37 0.000
H -2.33 2.27 0.95 0.000
H 5.31 -2.37 -2.02 0.000
H -3.45 0.17 0.61 0.001
H -0.95 0.67 -3.42 0.007
H -1.30 4.52 0.87 0.002
H -2.30 0.72 -4.92 0.000
H 3.61 1.94 -1.06 0.000
H 0.26 5.49 -0.85 -0.002
H -5.14 -1.99 -0.13 0.000
H -5.72 -0.91 -1.41 0.000
H 0.14 5.81 -3.28 0.004
H -1.41 2.64 2.42 0.000
H -2.06 0.62 4.82 0.000
H -4.82 -1.34 -3.80 0.000
H 1.36 1.81 -1.48 0.000
H 2.22 -4.83 -0.33 0.000
H 2.81 2.16 4.68 0.000
```

DFT total energy (Ha): -5185.85422
Total charge: +1
⟨S²⟩: 0.91
Multiplicity: 2

---

We obtain largest force on an atom values of 2.1, 1.0, 4.1 eV/Å for the records listed above, in that order.